Molecular formula: C13H21F3N4O17
Method: DFT, ωB97M-V/def2-TZVPD

Each line ends with the Löwdin charge.
Element x y z (Å)
C 8.8440 -42.5018 -2.7873  -0.06
C 9.4325 -42.0480 -1.4495  -0.29
O 9.3126 -43.2383 -0.6782  0.13
C 8.5049 -44.1188 -1.3059  -0.57
O 8.2274 -45.2377 -0.9288  0.16
O 8.0283 -43.5346 -2.3632  0.09
F 8.6181 -41.1632 -0.8581  0.07
H 9.4908 -42.9898 -3.5164  0.15
H 8.2650 -41.6781 -3.2050  0.15
H 10.4097 -41.5787 -1.3360  0.17
C 8.0357 -35.6536 0.8992  -0.02
C 6.9327 -35.5094 -0.2019  -0.30
O 5.8860 -36.1992 0.3652  0.15
C 6.1667 -36.5694 1.6175  -0.61
O 5.2978 -36.9626 2.3350  0.17
O 7.4108 -36.4026 1.9482  0.11
F 7.2635 -36.1624 -1.3479  0.07
H 8.3877 -34.6721 1.2166  0.14
H 8.8977 -36.2464 0.5931  0.14
H 6.7278 -34.4434 -0.3006  0.17
C 2.8894 -36.7431 -7.6800  -0.10
C 3.5501 -36.3081 -6.4254  -0.28
O 3.2844 -34.9123 -6.5127  0.17
C 2.1361 -34.6931 -7.0377  -0.54
O 1.5135 -33.6341 -7.0294  0.15
O 1.7795 -35.8805 -7.6519  0.06
F 4.8810 -36.6752 -6.5376  0.06
H 2.6442 -37.8042 -7.6364  0.15
H 3.5497 -36.4474 -8.4952  0.15
H 3.0841 -36.9066 -5.6426  0.18
C 8.3555 -26.7732 -0.4127  0.06
N 8.6538 -28.2409 -0.1384  -0.43
O 9.4947 -28.5831 0.7025  0.04
O 8.0794 -29.0705 -0.8316  0.04
H 8.3466 -26.6142 -1.4910  0.10
H 9.1459 -26.1709 0.0351  0.09
H 7.3708 -26.6878 0.0469  0.10
C 14.0297 -32.4147 -1.4743  0.05
N 12.8900 -32.5671 -2.4494  -0.43
O 12.9840 -32.1299 -3.6008  0.05
O 11.9235 -33.2031 -2.0591  0.05
H 13.9244 -33.3241 -0.8827  0.09
H 13.9379 -31.5504 -0.8165  0.10
H 14.9650 -32.4977 -2.0279  0.10
C -0.7065 -36.6414 0.4338  0.04
N -0.8456 -35.4848 -0.5148  -0.45
O 0.1485 -35.0060 -1.0017  0.07
O -2.0063 -35.1759 -0.7858  0.05
H -1.2642 -37.4762 0.0092  0.10
H -1.2676 -36.2909 1.3000  0.09
H 0.2966 -36.9026 0.7708  0.10
C 3.0587 -31.6437 2.1413  0.02
N 3.9566 -30.7781 2.9096  -0.43
O 4.7590 -31.3501 3.6112  0.07
O 3.9630 -29.5292 2.7453  0.04
H 3.7002 -32.0664 1.3681  0.10
H 2.1900 -31.0905 1.7842  0.10
H 2.5980 -32.5363 2.5645  0.10

Values from the calculation:
- 2S+1: 1
- SMILES: O=C1OC[C@@H](F)O1.O=C1OC[C@@H](F)O1.O=C1OC[C@@H](F)O1.C[N+](=O)[O-].C[N+](=O)[O-].C[N+](=O)[O-].C[N+](=O)[O-]
- HOMO: -11.11 eV
- F_max: 0.1005 hartree/bohr
- Frontier orbital gap: 0.4054 Eh